No. 1
# C7H20N2O10V

C7H20N2O10V as an isolated structure at a distorted geometry (ωB97M-V with the def2-TZVPD basis set, OMol25).

```
40
Properties=species:S:1:pos:R:3:mulliken_charge:R:1
V -0.55608 0.09549 -0.18923 1.12
N -3.09540 0.51163 1.93758 0.77
O -4.17789 0.64835 1.35476 -0.55
O -2.09986 -0.00307 1.29211 -0.39
O -2.95206 0.76088 3.14824 -0.61
N -3.17529 1.01826 -2.29408 0.82
O -2.26550 0.57739 -1.51912 -0.52
O -2.87569 1.18009 -3.48303 -0.67
O -4.27472 1.26876 -1.82665 -0.55
C -0.46324 4.20952 1.42953 -1.13
C -0.03246 3.45627 0.18198 -0.43
O -0.27405 2.09183 0.19349 -0.45
H -1.51880 4.45253 1.25924 0.29
H 0.08184 5.13085 1.61984 0.32
H -0.54171 3.54630 2.29268 0.31
H 1.04878 3.55097 -0.01550 0.25
H -0.48050 3.93424 -0.70071 0.32
C 3.21374 -1.44582 1.27698 -0.86
C 2.02659 -0.73593 1.89900 -0.62
O 0.94746 -0.54216 1.06774 -0.36
H 4.04832 -1.40067 1.98463 0.40
H 3.51590 -0.90597 0.37954 0.17
H 2.97782 -2.50445 1.16711 0.19
H 2.31611 0.23554 2.33290 0.41
H 1.70029 -1.27724 2.80388 0.29
C 0.31997 -3.77561 0.20946 -0.99
C -0.21263 -3.08423 -1.03166 -0.20
O -1.07940 -1.99420 -0.65718 -0.24
H 1.09286 -4.50262 -0.03693 0.34
H -0.56412 -4.23086 0.67100 0.37
H 0.67676 -3.09003 0.97622 0.12
H -0.75629 -3.79385 -1.65936 0.36
H 0.58810 -2.65558 -1.63639 0.18
H -1.90779 -2.44599 -0.45655 0.25
C 1.77954 0.45097 -2.24773 -0.77
O 0.46098 -0.10359 -2.01506 0.02
H 2.03459 1.13261 -1.43859 0.20
H 2.48057 -0.38366 -2.19635 0.28
H 1.80739 1.00825 -3.18126 0.35
H 0.18585 -0.38521 -2.89251 0.24
```

Its expectation value of S² is 2.015. For the relative energy (zero: lowest compared OMol25 entry of this formula, charge and spin), the calculation gives 0.0 kcal per mole. As for the total charge: -1. The value obtained for the total energy is -2084.4364 a.u. The spin multiplicity is 3. The calculation puts the LUMO energy (alpha / beta) at 2.288 / 2.292 eV. As for the HOMO energy (alpha / beta): -5.20 / -5.36 eV.

***

No. 2
# C7H20N3

A 2-piece molecular cluster, C7H20N3 overall at a distorted geometry (ωB97M-V with the def2-TZVPD basis set, OMol25).

```
30
Properties=species:S:1:pos:R:3:mulliken_charge:R:1
C -2.02087 0.37677 1.26944 -1.63
C -0.90752 2.09803 -0.51467 -1.52
C -1.90754 -0.03732 -1.17409 -1.95
C 1.12300 -0.78205 -1.69516 -0.99
C -0.05257 -2.51414 0.94102 -1.13
C 2.51885 0.19875 0.10946 -0.50
C -1.15081 0.66138 -0.01098 1.55
N 2.19325 0.90479 1.40789 -0.54
N 1.18750 0.07697 -0.54281 0.17
N 0.11015 -0.01935 0.28043 -0.28
H -1.42101 0.02681 2.05645 0.44
H -2.39215 1.26765 1.57188 0.52
H -2.83187 -0.39567 1.07322 0.29
H -0.04365 2.20214 -1.04464 0.42
H -0.78928 2.77310 0.37722 0.36
H -1.78201 2.28960 -1.14471 0.43
H -1.40455 0.30036 -2.03739 0.59
H -1.66885 -1.10673 -1.24633 0.29
H -3.04421 0.25966 -1.16831 0.44
H 1.06471 -0.09093 -2.67079 0.30
H 1.90118 -1.63881 -1.83075 0.30
H 0.22698 -1.39425 -1.72988 0.34
H -0.99196 -2.75201 0.87081 0.46
H 0.74687 -2.92196 0.50843 0.46
H 0.09019 -2.09430 1.86702 0.39
H 2.80352 -0.86417 0.10216 0.38
H 3.22139 0.71393 -0.63672 0.30
H 2.48811 0.45105 2.24781 0.23
H 2.42188 1.85337 1.54351 0.19
H 0.31127 0.15732 1.22046 0.70
```

For the relative energy (zero: lowest compared OMol25 entry of this formula, charge and spin), the calculation gives 173.2 kcal per mole. As for the total charge: +1. The value obtained for the total energy is -442.5135 a.u. The calculation puts the LUMO energy (alpha / beta) at -5.338 / -3.766 eV. As for the HOMO energy (alpha / beta): -12.63 / -13.26 eV.